No. 1
The following is a quantum chemistry calculation of a molecular structure, C40H85N11O5Si2Tl, from OMol25.

Structure (XYZ):
```
144
Properties=species:S:1:pos:R:3:mulliken_charge:R:1
Tl 0.605 -1.795 -0.186 1.39
C -4.905 -2.100 -2.014 -0.76
N -4.117 -3.226 -1.561 0.52
C -4.705 -4.529 -1.783 -1.11
C -2.711 -3.090 -1.488 -0.67
N -2.116 -2.300 -0.670 1.22
C -2.917 -1.579 0.307 -0.57
C -2.281 -1.524 1.689 -1.45
N -1.062 -0.711 1.794 1.82
C -0.165 -1.176 2.868 1.19
C -0.366 -0.552 4.260 -2.80
N 0.513 0.583 4.480 0.00
C 1.484 0.546 5.298 0.82
N 2.052 -0.576 5.898 0.55
C 2.394 -0.600 7.303 -1.23
C 2.270 -1.811 5.175 -0.53
N 2.091 1.748 5.688 0.04
C 1.413 2.981 5.346 -1.00
C 3.539 1.833 5.623 -1.04
C -1.345 0.727 1.879 -1.62
C -1.673 1.417 0.542 -1.17
N -1.248 2.808 0.523 0.33
C -2.091 3.751 0.668 -0.12
N -1.722 5.067 0.397 0.18
C -0.447 5.273 -0.267 -0.55
C -2.007 6.052 1.423 -1.14
N -3.447 3.591 1.019 0.66
C -3.787 3.138 2.354 -1.11
C -4.463 4.406 0.382 -1.05
N -2.006 -3.894 -2.346 0.41
C -0.582 -4.094 -2.137 -0.24
C -2.430 -3.979 -3.737 -0.94
H -5.194 -2.205 -3.069 0.35
H -4.333 -1.181 -1.917 0.06
H -5.823 -2.004 -1.423 0.24
H -5.661 -4.583 -1.254 0.37
H -4.051 -5.304 -1.388 0.29
H -4.898 -4.744 -2.843 0.32
H -3.902 -2.031 0.435 0.33
H -3.077 -0.566 -0.069 -0.03
H -2.049 -2.542 2.009 0.40
H -3.056 -1.131 2.370 0.17
H 0.867 -0.960 2.561 -0.87
H -0.266 -2.261 2.939 0.31
H -0.282 -1.334 5.019 0.44
H -1.388 -0.173 4.336 0.48
H 2.175 0.361 7.759 0.38
H 3.458 -0.824 7.451 0.33
H 1.820 -1.375 7.824 0.33
H 1.612 -2.619 5.512 0.21
H 3.305 -2.136 5.325 0.45
H 2.131 -1.662 4.105 -0.39
H 0.344 2.802 5.279 0.36
H 1.750 3.376 4.378 0.26
H 1.616 3.735 6.113 0.28
H 3.934 2.419 6.457 0.27
H 3.859 2.315 4.691 0.30
H 3.978 0.838 5.660 0.35
H -0.468 1.230 2.292 0.57
H -2.175 0.879 2.573 -0.01
H -2.741 1.349 0.310 0.57
H -1.114 0.896 -0.240 0.01
H 0.406 5.073 0.394 0.28
H -0.402 6.310 -0.606 0.34
H -0.363 4.609 -1.120 -0.09
H -2.920 5.797 1.958 0.32
H -2.133 7.041 0.976 0.32
H -1.191 6.112 2.158 0.33
H -2.897 2.794 2.870 0.30
H -4.515 2.323 2.333 0.28
H -4.222 3.961 2.940 0.42
H -4.140 4.692 -0.616 0.30
H -4.703 5.319 0.946 0.32
H -5.384 3.824 0.296 0.31
H -0.279 -4.977 -2.702 0.34
H 0.008 -3.250 -2.508 -0.32
H -0.373 -4.271 -1.081 -0.16
H -2.441 -5.019 -4.075 0.30
H -1.736 -3.417 -4.371 0.08
H -3.420 -3.554 -3.872 0.29
C 2.199 1.692 1.222 -0.60
O 2.143 0.795 0.122 0.95
C 3.408 0.430 -0.386 -0.15
C 4.212 -0.404 0.560 -1.03
O 3.504 -1.610 0.797 0.40
C 4.198 -2.556 1.578 -1.04
C 3.390 -3.830 1.619 0.09
O 2.679 -3.923 2.840 -0.19
C 1.756 -4.994 2.803 -1.03
H 2.350 1.159 2.169 -0.06
H 3.008 2.420 1.085 0.46
H 1.252 2.231 1.260 -0.43
H 3.231 -0.098 -1.324 -0.51
H 3.997 1.328 -0.620 0.48
H 5.176 -0.608 0.073 0.53
H 4.421 0.125 1.501 0.27
H 5.185 -2.746 1.139 0.44
H 4.349 -2.186 2.599 0.27
H 4.057 -4.694 1.516 0.42
H 2.689 -3.835 0.777 -0.18
H 1.122 -4.915 3.682 0.27
H 2.276 -5.959 2.825 0.32
H 1.124 -4.941 1.906 0.38
C 3.716 1.902 -4.584 -1.15
Si 1.931 2.275 -4.121 0.10
C 1.984 3.225 -2.476 -0.35
C 1.460 3.612 -5.391 -1.22
C 0.770 0.881 -4.263 0.91
C 1.273 -0.451 -4.246 -0.20
C 0.622 -1.545 -4.919 -0.58
C 1.196 -2.788 -4.977 -0.37
C 2.424 -3.029 -4.348 -0.84
C 2.989 -1.951 -3.689 -0.41
N 2.462 -0.730 -3.610 -0.06
Si -0.988 1.227 -4.500 0.10
C -1.552 1.535 -6.276 -1.22
C -1.519 2.751 -3.519 -0.43
C -2.126 -0.136 -3.841 -1.08
H 4.163 1.159 -3.919 0.18
H 4.304 2.828 -4.542 0.31
H 3.767 1.509 -5.607 0.29
H 1.743 4.281 -2.645 0.55
H 2.978 3.184 -2.015 0.41
H 1.262 2.816 -1.761 -0.53
H 2.244 4.379 -5.438 0.32
H 0.520 4.118 -5.145 0.35
H 1.349 3.176 -6.392 0.27
H -0.301 -1.351 -5.453 0.37
H 0.699 -3.589 -5.517 0.37
H 2.909 -3.995 -4.374 0.42
H 3.938 -2.083 -3.171 0.37
H -2.548 1.993 -6.315 0.32
H -1.587 0.597 -6.844 0.28
H -0.848 2.202 -6.786 0.28
H -1.463 2.543 -2.443 -0.44
H -2.552 3.026 -3.766 0.48
H -0.884 3.621 -3.719 0.16
H -2.364 -0.894 -4.596 0.30
H -3.070 0.308 -3.505 0.49
H -1.663 -0.646 -2.987 0.21
O -1.080 -4.469 2.644 -0.69
C -0.599 -4.791 1.542 -0.37
O 0.312 -4.210 0.879 -0.46
H -1.031 -5.686 1.051 0.32
```

Properties
* total charge: -1
* orbital gap: 5.4 eV
* E_HOMO: -3.196 eV
* calculated total energy: -89936.2661 eV
* F_max: 2.6 eV/Å

No. 2
The following is a quantum chemistry calculation of 3 unconnected molecules or ions with the total composition C4H13NO3, from OMol25.

Structure (XYZ):
```
21
Properties=species:S:1:pos:R:3:mulliken_charge:R:1
C 0.356 -0.741 -0.176 -1.30
N 0.154 0.672 -0.537 0.04
C -0.119 1.546 0.609 -1.08
C -0.896 0.794 -1.527 -0.63
C -0.235 1.123 -2.881 0.05
O -0.779 1.032 -3.945 -0.49
H -0.424 -1.146 0.453 0.38
H 0.592 -1.270 -1.096 0.35
H 1.180 -0.704 0.527 0.61
H 0.419 1.425 1.554 0.33
H -1.166 1.573 0.933 0.29
H 0.162 2.531 0.217 0.35
H -1.642 1.602 -1.509 0.40
H -1.503 -0.088 -1.741 0.33
H 0.771 1.584 -2.790 0.35
O 2.549 -2.529 1.172 -0.65
H 2.474 -2.720 0.228 0.33
H 1.625 -2.430 1.427 0.36
O -0.850 -0.732 2.843 -0.59
H -1.413 0.016 3.073 0.30
H -1.257 -1.541 3.167 0.30
```

Properties
* total charge: 0
* orbital gap: 9.3 eV
* E_HOMO: -8.886 eV
* energy above the lowest of the compared OMol25 structures with the same formula, charge and spin: 63.0 kcal/mol
* calculated total energy: -11989.7382 eV
* SMILES string: CN(C)CC=O.O.O
* F_max: 2.5 eV/Å

No. 3
The following is a quantum chemistry calculation of a molecular structure, C14H19ClN5O5Os, from OMol25.

Structure (XYZ):
```
45
Properties=species:S:1:pos:R:3:mulliken_charge:R:1
Os 0.523 0.077 -0.050 1.00
O -1.684 -3.039 -1.037 -0.42
C -1.031 -2.288 -0.402 -0.16
N -0.799 -0.896 -0.878 0.39
C -1.478 -0.557 -2.114 -0.57
C -0.884 0.709 -2.609 0.40
C -1.261 1.279 -3.809 -0.91
C -0.658 2.456 -4.213 -0.32
C 0.316 3.020 -3.397 -1.02
C 0.649 2.398 -2.217 0.16
N 0.047 1.258 -1.803 -0.04
C -0.359 -2.552 0.888 0.73
C -0.498 -3.736 1.564 -0.61
C 0.142 -3.866 2.796 -0.32
C 0.905 -2.815 3.270 -0.92
C 1.020 -1.656 2.514 0.13
N 0.385 -1.521 1.344 -0.10
H -2.553 -0.446 -1.930 0.40
H -1.393 -1.376 -2.831 0.50
H -2.012 0.795 -4.419 0.52
H -0.936 2.924 -5.148 0.48
H 0.817 3.938 -3.672 0.47
H 1.429 2.804 -1.598 0.46
H -1.087 -4.535 1.132 0.50
H 0.045 -4.780 3.368 0.50
H 1.411 -2.876 4.224 0.44
H 1.640 -0.833 2.837 0.60
N 0.823 4.765 2.739 -0.25
C 1.210 3.298 2.768 -0.74
C 0.100 2.336 2.341 -0.43
N 0.016 2.046 0.875 -0.46
H 1.577 5.332 3.142 0.39
H -0.014 4.948 3.301 0.37
H 0.661 5.126 1.796 0.33
H 1.490 3.082 3.797 0.42
H 2.094 3.183 2.146 0.38
H -0.874 2.695 2.677 0.62
H 0.290 1.402 2.865 0.02
H 0.828 2.451 0.408 0.17
H -0.829 2.393 0.432 0.40
O 2.827 2.589 -0.041 -0.59
Cl 3.145 1.193 0.050 2.01
O 4.485 0.950 0.332 -0.49
O 2.580 0.458 -1.112 -0.66
O 2.243 0.632 1.137 -0.75
```

Properties
* total charge: +3
* orbital gap (alpha / beta): 7.0 / 7.0 eV
* E_HOMO (alpha / beta): -18.832 / -18.813 eV
* energy above the lowest of the compared OMol25 structures with the same formula, charge and spin: 34.4 kcal/mol
* calculated total energy: -47468.6069 eV
* F_max: 1.9 eV/Å

No. 4
The following is a quantum chemistry calculation of C5H6S in the gas phase, from OMol25.

Structure (XYZ):
```
12
Properties=species:S:1:pos:R:3:mulliken_charge:R:1
C 1.710 -0.072 -0.170 -0.13
C 1.207 1.142 -0.117 -0.24
C -0.321 1.429 0.338 -0.73
S -1.512 -0.055 -0.196 -0.14
C -0.315 -1.441 0.152 -0.45
C 1.049 -1.219 0.141 -0.19
H 2.760 -0.123 -0.552 0.26
H 1.424 2.212 -0.284 0.24
H -0.323 1.836 1.337 0.38
H -0.603 2.453 -0.121 0.35
H -0.691 -2.381 0.408 0.42
H 1.644 -2.158 0.287 0.23
```

Properties
* total charge: 0
* orbital gap: 8.5 eV
* E_HOMO: -8.094 eV
* energy above the lowest of the compared OMol25 structures with the same formula, charge and spin: 41.9 kcal/mol
* calculated total energy: -16114.7220 eV
* SMILES string: C1=CCSC=C1
* F_max: 6.3 eV/Å